Entry 1:
A molecular structure, C40H56GeN8O2S2V at a distorted geometry. Source: the OMol25 dataset; level of theory: ωB97M-V with the def2-TZVPD basis set.

Calculated values
F_max, eV/Å: 1.8
HOMO energy (alpha / beta), eV: -6.29 / -7.43
Relative energy (zero: lowest compared OMol25 entry of this formula, charge and spin), kJ/mol: 0.0
DFT total energy, hartree: -5963.78764
2S+1: 4

Cartesian coordinates (Å):
C -2.05 -1.52 4.49
H 5.40 -3.33 -0.79
O -0.95 1.38 0.85
H -4.59 -0.26 -1.71
C 2.36 0.50 1.29
H -1.81 -5.18 3.12
C 7.70 -3.58 -2.53
C 0.15 -0.54 -4.41
C -5.87 4.66 5.63
C -0.78 -4.93 2.87
H 5.13 1.37 -4.61
V 0.08 0.07 -0.32
H -0.68 1.45 3.66
H 3.51 -1.68 2.64
H -5.23 4.04 0.61
N -1.18 -4.03 0.58
O -0.66 1.96 -1.24
H 0.57 -2.67 -4.12
H -4.03 -2.16 3.96
H -0.59 -3.90 3.18
H 6.40 0.15 -4.62
C -2.68 0.86 3.16
C -1.83 3.81 1.75
N 4.86 -1.86 -3.55
C -1.43 0.68 3.74
H 1.86 -1.12 -1.94
C 2.32 2.21 -0.27
H 2.24 -1.13 3.74
N 0.84 -1.23 0.91
H -4.59 -0.06 2.81
C -6.50 4.12 4.52
H 1.38 0.62 -5.76
H -0.98 3.72 2.43
C -5.09 3.09 0.12
C -4.26 2.12 0.68
C -3.75 3.97 4.75
C -4.36 3.43 3.62
H 6.25 -5.12 -2.05
C -0.73 -2.76 0.50
H 1.88 -1.75 -4.87
H -0.20 0.17 -6.42
C 4.85 -2.10 -2.22
C 1.82 -0.80 1.67
H 8.07 -3.47 -1.51
C -4.49 4.58 5.75
H -0.12 -5.59 3.43
H -0.88 -6.02 1.00
N 5.35 -3.29 -1.80
C -1.34 -0.74 -4.11
C 0.80 -1.86 -4.82
H 4.14 -0.84 -5.18
H 3.52 -0.27 -3.63
H -1.81 -2.44 5.00
S 4.22 -1.02 -1.11
C 5.49 0.47 -4.11
H -0.08 1.46 -5.22
C -5.74 3.51 3.52
H -2.15 -4.16 0.32
H 1.84 2.61 -1.15
S -1.71 -1.65 -0.42
C -1.11 -0.50 4.40
H -1.82 0.21 -3.87
H -6.25 3.08 2.67
C 3.42 1.11 1.96
N 0.89 -0.83 -2.09
H -2.67 3.92 4.86
H 3.77 3.77 -0.09
C 3.94 2.29 1.48
H 4.76 2.78 1.98
C -3.30 -1.36 3.91
C -0.97 2.26 -0.06
C -3.61 -0.17 3.26
H 5.40 -2.47 -4.14
H 7.73 -2.59 -3.00
C -4.09 0.92 0.01
H -1.85 -1.17 -4.98
N 0.87 0.02 -3.25
C 2.43 -1.60 2.77
H 5.92 -4.29 -3.54
H -4.00 4.99 6.62
C -5.56 1.65 -1.75
C 4.42 -0.61 -4.15
H 5.74 0.72 -3.08
H -2.13 3.99 -0.40
H -2.25 4.81 1.90
C -1.37 3.67 0.31
H 8.37 -4.24 -3.07
C 0.32 0.49 -5.52
H 0.33 -1.67 -2.25
C 3.38 2.85 0.33
Ge -3.22 2.52 2.29
N 0.41 -2.50 1.11
H 3.84 0.64 2.84
H -0.14 -0.63 4.85
C -5.74 2.86 -1.09
H 0.38 0.87 -2.96
C -4.74 0.68 -1.20
H -3.45 0.16 0.42
N 1.81 1.07 0.20
H -7.57 4.16 4.42
H -6.06 1.47 -2.69
H 0.55 -4.99 1.17
C -0.52 -5.06 1.37
H -0.49 4.30 0.12
H -6.38 3.62 -1.51
H -6.46 5.13 6.40
H 2.00 -2.60 2.78
H -1.50 -1.41 -3.27
C 6.28 -4.13 -2.52
H 0.42 -2.16 -5.79

Atom charges from the Löwdin analysis, given in e for atoms 1 to 99: number 1, C, carries -0.10; number 2, H, carries 0.11; number 3, O, carries -0.12; number 4, H, carries 0.10; number 5, C, carries -0.24; number 6, H, carries 0.07; number 7, C, carries -0.08; number 8, C, carries -0.63; number 9, C, carries -0.10; number 10, C, carries -0.09; number 11, H, carries 0.07; number 12, V, carries 0.60; number 13, H, carries 0.10; number 14, H, carries 0.08; number 15, H, carries 0.10; number 16, N, carries -0.04; number 17, O, carries -0.06; number 18, H, carries 0.08; number 19, H, carries 0.10; number 20, H, carries 0.05; number 21, H, carries 0.07; number 22, C, carries -0.27; number 23, C, carries -0.24; number 24, N, carries 0.00; number 25, C, carries -0.11; number 26, H, carries 0.02; number 27, C, carries -0.11; number 28, H, carries 0.08; number 29, N, carries -0.10; number 30, H, carries 0.10; number 31, C, carries -0.09; number 32, H, carries 0.08; number 33, H, carries 0.07; number 34, C, carries -0.12; number 35, C, carries -0.26; number 36, C, carries -0.11; number 37, C, carries -0.26; number 38, H, carries 0.12; number 39, C, carries -0.77; number 40, H, carries 0.06; number 41, H, carries 0.08; number 42, C, carries -0.83; number 43, C, carries -0.27; number 44, H, carries 0.08; number 45, C, carries -0.10; number 46, H, carries 0.07; number 47, H, carries 0.11; number 48, N, carries -0.03; number 49, C, carries -0.04; number 50, C, carries -0.04; number 51, H, carries 0.11; number 52, H, carries 0.07; number 53, H, carries 0.10; number 54, S, carries 0.71; number 55, C, carries -0.09; number 56, H, carries 0.08; number 57, C, carries -0.11; number 58, H, carries 0.11; number 59, H, carries 0.12; number 60, S, carries 0.69; number 61, C, carries -0.09; number 62, H, carries 0.09; number 63, H, carries 0.09; number 64, C, carries -0.01; number 65, N, carries -0.05; number 66, H, carries 0.10; number 67, H, carries 0.10; number 68, C, carries -0.06; number 69, H, carries 0.11; number 70, C, carries -0.08; number 71, C, carries -0.66; number 72, C, carries -0.10; number 73, H, carries 0.12; number 74, H, carries 0.07; number 75, C, carries -0.12; number 76, H, carries 0.09; number 77, N, carries -0.03; number 78, C, carries -0.02; number 79, H, carries 0.11; number 80, H, carries 0.10; number 81, C, carries -0.09; number 82, C, carries -0.28; number 83, H, carries 0.06; number 84, H, carries 0.12; number 85, H, carries 0.07; number 86, C, carries -0.15; number 87, H, carries 0.07; number 88, C, carries -0.04; number 89, H, carries 0.05; number 90, C, carries -0.05; number 91, Ge, carries 1.02; number 92, N, carries 0.03; number 93, H, carries 0.11; number 94, H, carries 0.09; number 95, C, carries -0.09; number 96, H, carries 0.09; number 97, C, carries -0.08; number 98, H, carries 0.03; number 99, N, carries 0.02


Entry 2:
10 unconnected molecules or ions with the total composition C30H60O30 at a distorted geometry. Source: the OMol25 dataset; level of theory: ωB97M-V with the def2-TZVPD basis set.

Calculated values
F_max, eV/Å: 4.6
HOMO energy, eV: -10.38
Relative energy (zero: lowest compared OMol25 entry of this formula, charge and spin), kJ/mol: 243.8
DFT total energy, hartree: -3436.25729

Cartesian coordinates (Å):
H 0.53 -2.66 3.91
H -3.98 6.41 -0.95
H 0.53 1.63 -2.19
O 0.03 0.22 -0.94
H -1.39 2.17 -0.97
C 0.69 6.37 -0.24
H 2.58 -5.23 2.22
H 2.65 -1.78 -4.75
H 1.87 2.32 1.82
C 0.64 4.44 -1.52
H 0.76 -2.12 5.57
O -3.99 4.53 -1.67
C 4.90 2.28 -2.91
H -5.62 1.36 -2.68
C -1.00 0.10 -5.39
H 0.66 -2.08 0.67
C 3.79 0.77 -1.51
H -2.68 2.46 0.27
O -4.02 2.64 -2.70
H -5.41 5.49 -0.55
C -0.56 1.71 -7.05
C 4.20 -2.29 -2.86
H -0.08 6.08 0.41
C 0.60 -1.82 4.55
H 6.39 -1.78 4.03
C 2.34 1.36 1.64
C 1.40 -0.28 3.04
C -5.45 -0.48 -0.11
O 4.46 -3.07 4.45
H 5.15 -2.08 0.06
O 4.54 -1.73 -4.02
H -4.13 -0.58 2.85
H 3.61 -2.76 -0.49
H -4.03 0.63 -2.27
C 0.78 2.48 -2.81
H 6.72 3.69 -4.18
H -0.39 -1.37 4.56
C 5.77 -1.10 3.47
H 2.22 -4.42 3.86
H 0.41 1.24 -7.03
H -3.95 5.32 0.41
O 0.45 -0.52 2.37
O -0.54 4.67 -1.74
H -4.76 -4.55 8.22
C -1.93 -5.74 6.39
H -8.20 1.31 -0.06
O -1.20 -1.51 -0.16
O -1.51 0.77 -6.49
H 0.38 6.92 -1.11
H 6.39 -0.57 2.72
H 3.27 1.55 -0.93
H 5.34 4.70 -3.67
O 4.14 1.22 -2.78
O 5.38 2.95 -2.03
H 0.00 3.02 -3.32
C 4.26 -2.74 3.27
H -4.81 -3.22 9.49
H -0.50 -3.32 -0.03
O -3.08 -4.86 6.79
H -2.36 -6.70 6.39
H -1.02 2.01 -7.97
H 5.41 4.26 -5.37
O 3.46 -3.41 2.48
O -6.46 0.26 -0.49
H -6.88 1.38 1.19
O 3.20 -2.90 -2.65
C -4.46 3.33 -1.61
C -2.74 -3.58 7.15
C -4.82 -3.40 8.38
O 5.16 -2.25 -1.96
O 2.36 0.63 2.85
O -3.64 -2.85 7.81
H -7.93 -0.06 1.03
H -4.14 -2.12 1.85
H 0.41 -2.28 -1.09
H 4.68 0.48 -0.95
H -1.73 -5.44 5.35
C 2.93 -4.64 3.08
C -4.36 5.46 -0.63
O -1.64 -3.17 6.92
O 1.42 3.45 -1.92
O 4.92 2.73 -4.19
O -5.24 2.88 -0.82
C -7.39 0.78 0.44
C 4.71 -2.71 -0.68
H 1.86 0.78 0.83
C 3.64 -1.97 -5.06
H 4.96 -3.76 -0.52
H -0.98 -1.20 -3.35
O 4.89 -1.80 2.56
H 3.69 -3.08 -5.33
H -5.66 -2.98 7.82
O -4.66 -1.00 -0.85
C -4.20 -1.02 1.81
H 1.45 6.89 0.36
C -4.55 1.36 -2.88
H -0.47 2.59 -6.43
H 1.48 2.23 -3.68
H 3.81 -1.40 -5.94
O -2.00 0.53 0.02
O 1.39 5.21 -0.61
C -1.01 -0.21 -0.37
H -1.11 -5.67 7.04
O 1.68 -0.97 4.18
C -1.79 -1.55 -3.91
H -2.72 -1.34 -3.34
H 5.22 -0.43 4.15
H -3.29 -0.68 1.33
C -0.05 -2.33 -0.13
H -0.99 2.20 0.80
H 3.14 -0.09 -1.66
H -4.33 1.08 -3.93
H 3.72 -5.20 3.49
H -1.75 -2.63 -4.09
O 0.06 0.33 -4.92
C 5.67 3.93 -4.37
C -1.75 1.92 0.04
O -5.40 -0.55 1.27
H 3.41 1.46 1.33
O -1.81 -0.94 -5.20

Atom charges from the Löwdin analysis, given in e for atoms 1 to 99: number 1, H, carries 0.07; number 2, H, carries 0.09; number 3, H, carries 0.05; number 4, O, carries 0.04; number 5, H, carries 0.09; number 6, C, carries -0.09; number 7, H, carries 0.10; number 8, H, carries 0.07; number 9, H, carries 0.10; number 10, C, carries -0.55; number 11, H, carries 0.09; number 12, O, carries 0.03; number 13, C, carries -0.60; number 14, H, carries 0.10; number 15, C, carries -0.59; number 16, H, carries 0.09; number 17, C, carries -0.05; number 18, H, carries 0.10; number 19, O, carries 0.00; number 20, H, carries 0.08; number 21, C, carries -0.03; number 22, C, carries -0.67; number 23, H, carries 0.07; number 24, C, carries -0.05; number 25, H, carries 0.09; number 26, C, carries -0.04; number 27, C, carries -0.58; number 28, C, carries -0.56; number 29, O, carries 0.08; number 30, H, carries 0.07; number 31, O, carries 0.02; number 32, H, carries 0.11; number 33, H, carries 0.10; number 34, H, carries 0.07; number 35, C, carries -0.01; number 36, H, carries 0.10; number 37, H, carries 0.10; number 38, C, carries -0.03; number 39, H, carries 0.09; number 40, H, carries 0.09; number 41, H, carries 0.11; number 42, O, carries 0.14; number 43, O, carries 0.09; number 44, H, carries 0.12; number 45, C, carries 0.02; number 46, H, carries 0.09; number 47, O, carries 0.00; number 48, O, carries -0.02; number 49, H, carries 0.10; number 50, H, carries 0.11; number 51, H, carries 0.09; number 52, H, carries 0.10; number 53, O, carries 0.01; number 54, O, carries 0.12; number 55, H, carries 0.09; number 56, C, carries -0.63; number 57, H, carries 0.11; number 58, H, carries 0.10; number 59, O, carries -0.06; number 60, H, carries 0.07; number 61, H, carries 0.09; number 62, H, carries 0.10; number 63, O, carries 0.00; number 64, O, carries 0.00; number 65, H, carries 0.09; number 66, O, carries 0.11; number 67, C, carries -0.64; number 68, C, carries -0.58; number 69, C, carries -0.04; number 70, O, carries 0.03; number 71, O, carries 0.01; number 72, O, carries 0.00; number 73, H, carries 0.12; number 74, H, carries 0.10; number 75, H, carries 0.08; number 76, H, carries 0.10; number 77, H, carries 0.10; number 78, C, carries 0.00; number 79, C, carries -0.02; number 80, O, carries 0.11; number 81, O, carries 0.01; number 82, O, carries -0.02; number 83, O, carries 0.14; number 84, C, carries -0.05; number 85, C, carries -0.04; number 86, H, carries 0.09; number 87, C, carries -0.05; number 88, H, carries 0.10; number 89, H, carries 0.06; number 90, O, carries -0.01; number 91, H, carries 0.13; number 92, H, carries 0.09; number 93, O, carries 0.12; number 94, C, carries -0.07; number 95, H, carries 0.10; number 96, C, carries -0.06; number 97, H, carries 0.09; number 98, H, carries 0.12; number 99, H, carries 0.08


Entry 3:
A single C4H11NO2 molecule. Source: the OMol25 dataset; level of theory: ωB97M-V with the def2-TZVPD basis set.

Calculated values
F_max, eV/Å: 0.7
HOMO energy, eV: -6.60
Relative energy (zero: lowest compared OMol25 entry of this formula, charge and spin), kJ/mol: 613.5
DFT total energy, hartree: -364.03451

Cartesian coordinates (Å):
O 2.07 -2.33 0.39
H -0.92 -1.12 0.89
C -1.31 0.78 -1.83
H -1.98 1.47 -1.31
H -1.29 1.04 -2.89
H -0.04 -1.58 -0.62
H 1.32 0.28 0.29
C 0.02 -1.05 0.34
H -0.08 2.42 0.66
H -1.45 1.30 0.95
H 1.13 -1.62 2.11
C -0.37 1.41 0.94
H 0.04 1.16 1.92
N 0.25 0.46 -0.03
H 2.94 -1.96 0.24
C 1.30 -1.31 1.07
H -1.69 -0.24 -1.72
O 0.04 0.89 -1.39

Charges computed using natural (NBO), reported in e: number 1, O, carries -0.77; number 2, H, carries 0.20; number 3, C, carries -0.27; number 4, H, carries 0.17; number 5, H, carries 0.21; number 6, H, carries 0.23; number 7, H, carries 0.42; number 8, C, carries -0.29; number 9, H, carries 0.22; number 10, H, carries 0.20; number 11, H, carries 0.15; number 12, C, carries -0.45; number 13, H, carries 0.24; number 14, N, carries -0.20; number 15, H, carries 0.47; number 16, C, carries -0.35; number 17, H, carries 0.18; number 18, O, carries -0.37


- Among the records above, which one has the highest relative energy (zero: lowest compared OMol25 entry of this formula, charge and spin)?
  C4H11NO2